{
  "formula": "C27H51Cl38I2NO2PS",
  "method": "the ωB97M-V functional and the def2-TZVPD basis",
  "elements": ["I", "I", "Cl", "Cl", "Cl", "Cl", "Cl", "Cl", "Cl", "Cl", "Cl", "Cl", "Cl", "Cl", "Cl", "Cl", "Cl", "Cl", "Cl", "Cl", "Cl", "Cl", "Cl", "Cl", "Cl", "Cl", "Cl", "Cl", "Cl", "Cl", "Cl", "Cl", "Cl", "Cl", "Cl", "Cl", "Cl", "Cl", "Cl", "Cl", "S", "P", "O", "O", "N", "C", "C", "C", "C", "C", "C", "C", "C", "C", "C", "C", "C", "C", "C", "C", "C", "C", "C", "C", "C", "C", "C", "C", "C", "C", "C", "C", "H", "H", "H", "H", "H", "H", "H", "H", "H", "H", "H", "H", "H", "H", "H", "H", "H", "H", "H", "H", "H", "H", "H", "H", "H", "H", "H", "H", "H", "H", "H", "H", "H", "H", "H", "H", "H", "H", "H", "H", "H", "H", "H", "H", "H", "H", "H", "H", "H", "H", "H"],
  "coordinates": [[-2.652058, 1.380391, 5.541249], [1.767218, -3.446510, 2.496760], [-0.566852, -5.952219, -0.678212], [-3.774055, -0.782456, -3.806552], [-6.560812, 6.834216, -12.954283], [5.207379, -2.432079, 1.224406], [-6.590189, 3.673754, -4.674873], [3.010156, 3.518989, -5.165576], [9.241053, 0.029523, 2.242602], [-8.507734, -3.657996, 5.785902], [-4.874185, 4.479821, -13.427769], [-0.013280, -1.620362, -7.395774], [-1.696079, 1.175023, -4.477615], [10.107282, 3.849062, 0.797977], [5.533314, 6.740769, -8.112720], [-9.006828, 2.157207, 0.112439], [7.165714, 1.869981, 3.209707], [10.919121, 4.730595, -1.877729], [4.382581, 6.458487, -5.429537], [10.566946, 4.419666, 4.761501], [0.466762, -5.230597, 9.368437], [-9.930171, 1.770868, 2.873304], [0.660504, -2.748662, 7.823823], [-6.617302, 3.843977, -9.397681], [10.624950, -0.477398, 6.169897], [-6.400633, 1.466413, -2.759017], [2.870055, 1.232510, -3.330847], [-8.470175, 1.703507, -8.624515], [-0.994840, -7.949819, 5.742686], [8.519747, 1.355314, 7.082744], [5.862503, 0.129352, -0.039419], [-2.676510, -0.768678, -8.284466], [-5.403674, -4.277462, -3.944710], [-5.940276, -4.975456, 5.271831], [-3.527278, -3.153323, 3.815843], [8.559011, 6.529782, 4.380443], [-5.059317, 1.104557, 1.669158], [1.765383, -5.144498, -2.252943], [-0.011333, -5.378527, 4.760821], [-6.523608, -3.060760, -1.522169], [-3.345748, -3.280802, -0.206813], [-1.821217, -3.337221, 0.985944], [-3.375156, -0.609113, 3.590718], [-2.949188, 0.982271, 0.251958], [-0.738971, -1.592245, 3.033733], [-1.743998, -1.580626, -7.024198], [8.581200, 0.896684, 3.641169], [-7.315368, -4.103553, 4.568687], [2.025173, -0.514248, 0.539707], [-3.342693, 1.135897, 1.351848], [6.502660, -1.383212, 0.604189], [-7.801446, 3.286117, -8.208453], [-6.639563, -4.388462, -2.687568], [0.686546, -1.568531, 2.445388], [-2.920829, 0.676501, -3.299078], [-2.410312, 1.402780, 2.510633], [-0.721783, -6.257974, 6.135638], [-8.565060, 2.156249, 1.823337], [1.540677, -4.128584, 8.503506], [-7.270138, 2.126975, -4.148074], [5.865251, 6.600797, -6.384260], [0.624485, -0.883472, 1.083745], [11.395568, 4.566217, -0.188416], [2.138287, 2.050482, -4.724774], [-5.406628, 5.691798, -12.257128], [-1.845896, -1.769791, 2.022197], [-3.202836, -1.756664, 2.780633], [1.189524, -6.096523, -0.886298], [-0.921056, -0.270999, 3.759397], [9.184245, 4.979402, 3.806023], [9.937602, 0.400538, 7.542964], [-2.345625, 0.334912, 3.660138], [-1.666923, -5.792681, 6.389861], [2.283183, -3.754161, 9.197409], [7.010514, -1.908923, -0.195535], [-7.792261, 1.414313, 1.983732], [1.283539, -0.946860, 3.122616], [-0.588188, -3.401221, 0.332957], [-0.035609, -6.197143, 6.969915], [-0.817148, -2.333008, 3.743803], [8.398600, 4.238071, 3.881618], [1.120331, 2.315676, -4.465851], [-2.420026, 0.469701, -2.361543], [-1.813179, -4.411976, 1.885390], [2.151170, 1.368673, -5.566911], [9.637233, -0.318443, 8.295035], [-0.226870, 0.479420, 3.369811], [-4.539619, 6.244248, -11.915773], [2.212687, 0.562008, 0.621146], [-2.704796, 2.375152, 2.924469], [0.079032, 0.062123, 1.232274], [7.186879, -1.159940, 1.416389], [-1.879230, -1.040144, -6.096655], [1.427412, -7.140028, -1.053329], [-1.869965, -0.932294, 1.317961], [-2.100655, -2.599438, -6.930602], [2.133628, -0.828315, -0.504144], [-3.638590, 1.479059, -3.183099], [-7.614676, -4.346948, -3.157160], [0.088498, -1.474843, 0.339963], [-1.412270, 1.545218, 2.077058], [6.463066, 5.712681, -6.219125], [2.013891, -4.666903, 7.690126], [11.619789, 5.549196, 0.207695], [-7.306614, 3.202658, -7.249233], [9.347806, 1.551628, 4.039250], [10.690645, 1.075041, 7.931695], [6.395772, 7.488190, -6.061467], [9.496045, 5.081901, 2.773843], [-7.784627, -4.750306, 3.837456], [-7.192937, 1.418989, -4.965512], [1.671824, -5.730730, 0.012742], [-6.506655, -5.322883, -2.156039], [-6.941090, -3.199927, 4.101230], [2.823913, -1.012614, 1.097328], [8.284170, 0.169515, 4.384952], [-3.995476, -1.769149, 2.023072], [-5.891101, 5.180668, -11.434086], [-0.645870, -0.457042, 4.801820], [-8.201655, 3.145110, 2.077469], [-8.611693, 4.003910, -8.166839], [-8.305276, 2.279632, -3.867387], [12.263232, 3.920606, -0.131393]],
  "forces_ev_per_a": [[0.0, -0.2, -0.2], [-0.6, 0.5, -0.1], [0.0, -0.1, 0.0], [0.0, 0.0, 0.0], [0.0, 0.0, 0.0], [0.1, -0.1, 0.0], [0.0, 0.0, 0.0], [-0.1, -0.1, 0.0], [0.1, 0.1, 0.1], [0.0, 0.0, 0.0], [0.0, 0.0, 0.0], [0.0, 0.0, 0.0], [0.0, 0.1, 0.0], [0.1, -0.2, -0.2], [0.0, 0.0, 0.0], [0.0, 0.0, 0.0], [0.0, 0.0, 0.0], [0.0, 0.0, 0.0], [0.1, 0.1, 0.0], [0.0, -0.1, 0.0], [0.0, 0.0, 0.1], [0.0, 0.0, 0.0], [0.0, 0.0, -0.1], [0.0, -0.1, 0.1], [0.0, 0.0, 0.0], [-0.1, 0.0, 0.1], [0.0, -0.1, 0.1], [0.0, 0.0, 0.0], [0.0, 0.0, 0.0], [0.0, 0.0, 0.0], [0.0, 0.0, 0.0], [0.0, 0.0, 0.0], [0.0, 0.0, 0.0], [0.0, -0.1, 0.0], [0.5, -0.2, 0.0], [0.0, 0.0, 0.0], [-0.1, 0.1, 0.3], [0.0, 0.0, 0.0], [-0.1, 0.1, 0.1], [-0.1, 0.0, 0.0], [0.2, 0.1, 0.2], [-0.9, -0.2, -0.9], [0.3, -0.1, 0.0], [0.4, -0.2, -1.0], [0.3, 0.4, -0.3], [-0.1, 0.0, 0.0], [0.1, 0.0, 0.0], [0.0, 0.0, -0.1], [0.1, -0.1, 0.1], [0.0, -0.1, 0.5], [0.1, 0.0, 0.0], [0.0, 0.0, 0.0], [0.0, -0.1, 0.0], [0.2, 0.2, -0.3], [0.0, 0.0, 0.1], [0.0, 0.4, 0.5], [-0.1, -0.1, 0.1], [0.0, 0.1, 0.0], [0.1, -0.1, 0.0], [0.0, 0.0, -0.1], [0.1, 0.0, 0.0], [0.7, 0.4, -0.1], [0.1, 0.0, 0.0], [-0.1, 0.0, -0.1], [0.0, 0.0, 0.0], [-0.5, -1.0, 0.8], [-0.1, 0.6, -0.5], [0.1, 0.0, 0.0], [-0.3, 0.2, 0.8], [-0.1, 0.0, 0.0], [0.0, 0.0, 0.1], [0.1, 0.4, -0.1], [0.0, 0.0, -0.1], [0.0, 0.0, 0.0], [-0.1, 0.0, 0.0], [-0.1, -0.1, 0.0], [-0.3, -0.3, 0.0], [0.2, 0.2, 0.4], [0.0, 0.0, -0.1], [0.0, -0.1, -0.2], [0.0, 0.0, 0.1], [0.0, 0.0, 0.1], [0.0, 0.0, 0.0], [0.4, 0.2, 0.3], [0.1, 0.0, 0.0], [0.0, 0.0, 0.0], [0.0, -0.4, 0.0], [0.0, 0.0, 0.0], [-0.1, -0.2, -0.1], [0.0, -0.2, -0.1], [-0.1, -0.3, -0.2], [-0.2, 0.0, -0.1], [0.0, 0.0, 0.0], [0.0, 0.0, -0.1], [0.2, -0.2, 0.1], [0.0, 0.0, -0.1], [0.0, 0.2, 0.2], [0.0, 0.0, -0.1], [0.0, 0.1, 0.0], [0.0, 0.1, 0.2], [-0.3, 0.0, 0.0], [0.0, 0.0, 0.0], [0.0, 0.0, 0.0], [0.0, 0.0, 0.0], [0.0, 0.0, -0.1], [0.0, 0.0, -0.1], [0.0, 0.0, -0.1], [0.0, 0.0, 0.0], [0.0, 0.1, 0.2], [0.0, 0.0, 0.0], [0.0, 0.0, 0.0], [0.0, 0.0, 0.0], [0.0, 0.0, 0.0], [0.0, 0.0, 0.0], [-0.1, 0.0, -0.1], [0.0, 0.0, 0.0], [0.2, 0.0, 0.1], [0.0, 0.1, -0.1], [-0.1, -0.1, -0.2], [0.0, 0.0, 0.0], [0.0, 0.0, -0.1], [0.0, 0.0, 0.1], [0.0, 0.0, 0.0]],
  "mulliken_charge": [0.185, 0.248, -0.100, -0.060, -0.153, -0.135, -0.187, -0.088, -0.188, -0.148, -0.149, -0.168, -0.168, -0.089, -0.143, -0.129, -0.183, -0.145, -0.147, -0.164, -0.146, -0.158, -0.115, -0.215, -0.137, -0.114, -0.122, -0.163, -0.151, -0.133, -0.125, -0.144, -0.134, -0.145, 0.005, -0.175, 0.036, -0.135, -0.056, -0.105, -0.221, 0.242, -0.217, -0.361, 0.375, 0.291, -0.017, -0.065, -0.994, 0.119, -0.032, 0.217, -0.336, -1.181, 0.226, -0.817, -0.111, 0.048, -0.293, -0.317, -0.229, 0.986, -0.302, -0.142, 0.364, -0.459, -0.549, -0.090, -1.249, 0.419, -0.265, 0.647, 0.287, 0.331, 0.321, -0.044, 0.737, -0.019, -0.018, 0.484, -0.018, 0.063, -0.125, 0.205, 0.287, 0.296, 0.504, 0.276, 0.367, 0.638, -0.511, -0.064, -0.243, 0.358, 0.200, 0.262, 0.327, 0.154, 0.318, 0.007, 0.205, 0.239, 0.249, 0.264, -0.183, 0.116, 0.268, 0.284, -0.076, 0.304, 0.265, 0.002, 0.262, 0.060, 0.031, 0.253, 0.466, -0.268, 0.526, 0.290, 0.280, 0.343, 0.293],
  "e_homo_ev": -11.6,
  "gap_ha": 0.304,
  "total_charge": 1,
  "multiplicity": 1,
  "e_tot_ev": -546581.701
}